<one>
ORCA calculation (ωB97M-V with the def2-TZVPD basis set) on a 2-piece molecular cluster, C3H11N2 overall.

Each line ends with the Löwdin charge.
Geometry (Å):
1 C 1.615 1.337 -0.261  -0.01
2 N 0.912 0.749 -1.518  0.05
3 H 1.952 0.435 0.260  0.09
4 H 0.671 1.596 0.311  0.09
5 H 2.282 2.172 -0.478  0.10
6 H 1.568 0.056 -2.085  0.21
7 H -0.015 0.203 -1.322  0.12
8 H 0.594 1.539 -2.166  0.18
9 C -0.786 -0.419 1.793  -0.10
10 C -1.380 -1.380 -0.210  -0.01
11 N -0.622 -0.516 0.358  -0.13
12 H -0.488 0.548 2.060  0.05
13 H -1.852 -0.564 2.063  0.11
14 H -0.166 -1.082 2.355  0.09
15 H -1.618 -1.534 -1.252  0.08
16 H -1.654 -2.219 0.439  0.09

Gap between HOMO and LUMO ... 10.57 eV
Total charge ... +1

***

<two>
ORCA calculation (ωB97M-V with the def2-TZVPD basis set) on a 2-piece molecular cluster, C3H11N2 overall.

Each line ends with the Löwdin charge.
Geometry (Å):
1 N 1.976 1.040 0.151  0.19
2 H 0.957 0.535 -0.310  0.09
3 H 2.430 0.375 0.777  0.12
4 H 2.669 1.374 -0.513  0.12
5 H 1.724 1.832 0.735  0.12
6 C -0.469 -0.719 1.645  -0.08
7 C -0.793 -1.038 0.182  -0.24
8 C -1.034 0.506 -1.574  0.07
9 N -0.261 -0.034 -0.735  -0.07
10 H -1.030 -1.388 2.292  0.09
11 H 0.589 -0.869 1.865  0.06
12 H -0.715 0.316 1.890  0.08
13 H -1.880 -1.120 0.114  0.12
14 H -0.398 -2.024 -0.068  0.13
15 H -2.109 0.332 -1.578  0.11
16 H -0.666 1.254 -2.268  0.10

Gap between HOMO and LUMO ... 11.96 eV
Total charge ... +1

***

Which one sits at the bottom of the stability order? <one> does.

***

<one>
ORCA calculation (ωB97M-V with the def2-TZVPD basis set) on a 2-piece molecular cluster, C3H11N2 overall.

Each line ends with the Löwdin charge.
Geometry (Å):
1 C 2.536 -0.911 0.316  -0.05
2 N 1.718 0.039 0.457  0.02
3 H 3.575 -0.716 0.597  0.09
4 H 2.253 -1.928 0.068  0.08
5 H -0.072 -0.310 0.370  0.09
6 H 2.097 0.860 0.917  0.07
7 C -1.488 1.249 0.568  0.00
8 N -1.072 -0.107 0.096  -0.08
9 C -1.363 -0.335 -1.350  0.00
10 H -1.102 1.981 -0.135  0.10
11 H -2.568 1.319 0.559  0.11
12 H -1.006 1.431 1.516  0.10
13 H -1.611 -0.808 0.606  0.17
14 H -1.018 0.544 -1.891  0.10
15 H -2.420 -0.504 -1.529  0.11
16 H -0.752 -1.159 -1.704  0.10

Gap between HOMO and LUMO ... 11.80 eV
Total charge ... +1

***

<two>
ORCA calculation (ωB97M-V with the def2-TZVPD basis set) on a 2-piece molecular cluster, C3H11N2 overall.

Each line ends with the Löwdin charge.
Geometry (Å):
1 C 2.439 0.132 1.334  -0.02
2 N 2.002 0.955 0.445  0.00
3 H 1.601 -0.252 1.942  0.08
4 H 3.456 -0.237 1.471  0.09
5 H 2.785 1.525 0.136  0.08
6 H 0.545 0.930 -0.303  0.07
7 C -1.400 -1.444 -0.511  -0.09
8 C -1.539 0.001 -0.094  -0.21
9 N -0.435 0.867 -0.743  0.15
10 H -0.414 -1.858 -0.230  0.09
11 H -2.114 -2.025 0.180  0.12
12 H -1.645 -1.494 -1.562  0.08
13 H -2.496 0.390 -0.455  0.12
14 H -1.624 0.125 0.981  0.12
15 H -0.353 0.570 -1.730  0.16
16 H -0.807 1.814 -0.859  0.16

Gap between HOMO and LUMO ... 11.89 eV
Total charge ... +1

***

<three>
ORCA calculation (ωB97M-V with the def2-TZVPD basis set) on a 2-piece molecular cluster, C3H11N2 overall.

Each line ends with the Löwdin charge.
Geometry (Å):
1 C 0.904 2.138 -1.087  0.01
2 N 1.302 1.006 -0.638  0.02
3 H 1.569 2.983 -0.986  0.09
4 H -0.109 2.090 -1.465  0.09
5 H 0.536 -0.011 0.191  0.08
6 H 2.227 1.047 -0.206  0.09
7 C -1.388 -0.194 1.287  0.00
8 N -0.155 -0.796 0.635  -0.10
9 C -0.478 -1.871 -0.388  -0.01
10 H -1.528 0.813 0.897  0.09
11 H -2.215 -0.835 1.000  0.09
12 H -1.268 -0.191 2.370  0.10
13 H 0.254 -1.353 1.385  0.15
14 H -0.845 -1.336 -1.256  0.10
15 H -1.154 -2.594 0.053  0.10
16 H 0.501 -2.274 -0.648  0.10

Gap between HOMO and LUMO ... 12.00 eV
Total charge ... +1

***

Which one sits at the bottom of the stability order? <three> does.

***

<one>
ORCA calculation (ωB97M-V with the def2-TZVPD basis set) on an isolated ion of composition C3H11N2 and charge +1.

Each line ends with the Löwdin charge.
Geometry (Å):
1 C 2.089 -0.018 -0.296  -0.02
2 N 0.749 0.512 0.105  0.03
3 C -0.685 -0.258 -0.223  -0.39
4 C -1.831 0.769 -0.084  -0.01
5 N -0.742 -1.347 0.580  0.06
6 H 2.283 -0.973 0.083  0.06
7 H 2.238 -0.225 -1.361  0.10
8 H 2.934 0.730 -0.032  0.14
9 H 0.616 1.428 -0.366  0.16
10 H 0.610 0.714 1.116  0.17
11 H -0.596 -0.609 -1.257  0.15
12 H -1.786 1.063 0.945  0.08
13 H -2.814 0.274 -0.161  0.11
14 H -1.663 1.595 -0.750  0.08
15 H -0.304 -2.270 0.184  0.17
16 H -1.100 -1.385 1.517  0.11

Gap between HOMO and LUMO ... 11.24 eV
Total charge ... +1
SMILES string ... C[NH2+][C@H](C)N

***

<two>
ORCA calculation (ωB97M-V with the def2-TZVPD basis set) on a 2-piece molecular cluster, C3H11N2 overall.

Each line ends with the Löwdin charge.
Geometry (Å):
1 C -2.817 0.133 0.693  -0.17
2 C -1.459 0.428 1.273  -0.18
3 H -2.922 0.590 -0.292  0.07
4 H -3.009 -0.935 0.572  0.07
5 H -3.638 0.475 1.319  0.07
6 H -0.677 0.042 0.605  0.03
7 H -1.286 -0.045 2.236  0.06
8 H -1.290 1.499 1.383  0.07
9 N 2.521 -0.596 0.055  0.20
10 C 2.045 -0.687 -1.165  -0.16
11 N 1.946 0.366 -1.954  0.20
12 H 2.639 0.282 0.554  0.15
13 H 2.621 -1.473 0.547  0.14
14 H 1.696 -1.666 -1.463  0.17
15 H 1.207 0.365 -2.648  0.15
16 H 2.423 1.220 -1.716  0.14

Gap between HOMO and LUMO ... 10.34 eV
Total charge ... +1

***

<three>
ORCA calculation (ωB97M-V with the def2-TZVPD basis set) on an isolated ion of composition C3H11N2 and charge +1.

Each line ends with the Löwdin charge.
Geometry (Å):
1 C 0.469 0.696 -1.815  -0.07
2 N 0.423 -0.515 -0.924  -0.18
3 C 0.741 -0.810 0.562  -0.16
4 C -0.010 0.110 1.589  -0.06
5 N -1.396 0.138 0.787  0.13
6 H 1.141 1.357 -1.356  0.06
7 H -0.535 1.112 -1.845  0.08
8 H 1.039 0.411 -2.680  0.09
9 H 0.818 -1.291 -1.556  0.15
10 H 0.308 -1.865 0.886  0.16
11 H 1.782 -0.860 0.711  0.09
12 H -0.054 -0.162 2.641  0.12
13 H 0.405 1.211 1.592  0.16
14 H -2.072 -0.571 0.953  0.14
15 H -1.983 0.969 0.765  0.15
16 H -1.076 0.069 -0.310  0.15

Gap between HOMO and LUMO ... 10.19 eV
Total charge ... +1
SMILES string ... CNCC[NH3+]

***

<four>
ORCA calculation (ωB97M-V with the def2-TZVPD basis set) on a 2-piece molecular cluster, C3H11N2 overall.

Each line ends with the Löwdin charge.
Geometry (Å):
1 C -1.979 -1.137 1.380  -0.18
2 C -1.682 -1.303 2.868  -0.18
3 H -3.006 -1.370 1.134  0.06
4 H -1.695 -0.107 1.130  0.05
5 H -1.246 -1.712 0.827  0.05
6 H -0.679 -0.948 3.119  0.06
7 H -1.730 -2.356 3.126  0.06
8 H -2.417 -0.795 3.499  0.07
9 N 2.162 1.643 -1.090  0.20
10 C 1.576 1.591 -2.262  -0.16
11 N 1.505 0.516 -3.001  0.20
12 H 2.455 0.792 -0.633  0.14
13 H 2.520 2.512 -0.725  0.15
14 H 0.992 2.436 -2.607  0.17
15 H 1.254 0.594 -3.976  0.15
16 H 1.971 -0.356 -2.790  0.15

Gap between HOMO and LUMO ... 9.58 eV
Total charge ... +1

***

Which one sits at the bottom of the stability order? <three> does.

***

<one>
ORCA calculation (ωB97M-V with the def2-TZVPD basis set) on C5H2O in the gas phase.

Each line ends with the Löwdin charge.
Geometry (Å):
1 O 1.121 -2.636 0.423  0.10
2 C 0.738 -1.623 -0.097  -0.40
3 C 0.614 -0.984 -1.394  0.09
4 C 0.119 -0.111 -0.538  -0.14
5 C -0.470 1.077 -0.088  -0.08
6 C -0.978 2.101 0.296  0.18
7 H 0.284 -0.837 0.773  0.19
8 H -1.429 3.014 0.624  0.05

Gap between HOMO and LUMO ... 9.18 eV
Total charge ... 0

***

<two>
ORCA calculation (ωB97M-V with the def2-TZVPD basis set) on C5H2O in the gas phase.

Each line ends with the Löwdin charge.
Geometry (Å):
1 C -1.259 0.405 1.082  0.12
2 C -1.562 -0.399 0.131  -0.08
3 C -0.326 -1.304 0.185  -0.03
4 C 0.531 -0.327 0.236  -0.03
5 C 1.669 0.173 -0.539  -0.27
6 O 1.978 1.299 -0.831  0.07
7 H -1.488 0.617 2.115  0.08
8 H 2.269 -0.713 -0.828  0.14

Gap between HOMO and LUMO ... 8.65 eV
Total charge ... 0
SMILES string ... C#CC#CC=O

***

Which one sits at the bottom of the stability order? <two> does.

***

<one>
ORCA calculation (ωB97M-V with the def2-TZVPD basis set) on C10H11NO3S as an isolated structure.

Each line ends with the Löwdin charge.
Geometry (Å):
1 C 1.059 2.869 -0.358  -0.11
2 C 1.926 1.848 -0.067  -0.10
3 C -0.317 2.719 -0.040  -0.04
4 C 1.444 0.598 0.438  -0.01
5 C -0.809 1.500 0.383  -0.14
6 C 0.056 0.364 0.536  -0.29
7 C -2.595 -0.143 0.848  -0.13
8 C -2.288 1.200 0.686  -0.08
9 C -0.338 -2.356 -0.823  -0.11
10 C -0.005 -2.028 0.641  -0.32
11 N -0.407 -0.759 1.161  0.03
12 O -5.722 0.547 0.911  -0.41
13 O -4.768 0.269 -1.306  -0.41
14 O -3.333 -1.004 0.631  0.06
15 S -5.397 -0.348 -0.169  0.88
16 H 1.385 3.727 -0.911  0.09
17 H 2.981 1.855 -0.290  0.09
18 H -0.955 3.583 -0.124  0.11
19 H 2.167 -0.269 0.602  0.12
20 H -2.523 1.500 1.713  0.17
21 H -2.955 1.912 0.184  0.15
22 H 0.119 -1.820 -1.832  0.14
23 H -0.195 -3.478 -0.876  0.08
24 H -1.397 -2.297 -0.939  0.02
25 H 1.097 -2.164 0.631  0.10
26 H -0.363 -2.826 1.332  0.12

Gap between HOMO and LUMO (alpha / beta) ... 6.61 / 6.61 eV
Total charge ... 0

***

<two>
ORCA calculation (ωB97M-V with the def2-TZVPD basis set) on C10H11NO3S as an isolated structure.

Each line ends with the Löwdin charge.
Geometry (Å):
1 O 2.761 1.694 -0.063  0.03
2 C 3.705 1.054 0.438  -0.46
3 O 4.960 1.596 0.579  0.15
4 H 4.978 2.336 0.152  0.01
5 C 3.382 -0.483 0.868  -0.52
6 H 2.354 -0.492 1.598  0.15
7 H 4.106 -0.712 1.820  0.14
8 S 3.329 -1.473 -0.492  0.94
9 C 1.786 -0.949 -1.327  -0.30
10 H 2.026 -0.012 -1.631  0.03
11 H 1.669 -1.477 -2.041  -0.03
12 C 0.504 -0.943 -0.434  -0.42
13 O 0.603 -1.842 0.591  -0.09
14 N -0.401 -0.231 -0.810  0.14
15 C -1.721 -0.149 -0.456  -0.13
16 C -2.638 0.687 -0.897  -0.14
17 C -3.816 0.778 -0.514  -0.18
18 C -4.336 0.261 0.667  -0.07
19 C -3.344 -0.426 1.212  -0.23
20 C -2.190 -0.715 0.946  0.02
21 H -1.550 -1.427 1.277  0.07
22 H -3.908 -0.929 2.330  0.20
23 H -5.308 0.602 0.999  0.12
24 H -4.569 1.654 -0.939  0.17
25 H -2.222 1.380 -2.164  0.22
26 H -0.158 0.218 -1.708  0.18

Gap between HOMO and LUMO ... 8.98 eV
Total charge ... 0

***

Which one sits at the bottom of the stability order? <two> does.

***

<one>
ORCA calculation (ωB97M-V with the def2-TZVPD basis set) on C2H3N3O in the gas phase.

Each line ends with the Löwdin charge.
Geometry (Å):
1 N -0.676 -1.593 0.144  0.17
2 C -0.186 -0.348 -0.103  -0.50
3 N 0.746 0.180 0.639  0.12
4 C 0.918 1.383 0.034  -0.23
5 N 0.194 1.614 -1.029  0.08
6 O -0.577 0.421 -1.119  0.02
7 H -0.366 -1.920 1.052  0.11
8 H -1.610 -1.864 -0.119  0.11
9 H 1.556 2.129 0.502  0.12

Gap between HOMO and LUMO ... 10.33 eV
Total charge ... 0
SMILES string ... Nc1ncno1

***

<two>
ORCA calculation (ωB97M-V with the def2-TZVPD basis set) on C2H3N3O in the gas phase.

Each line ends with the Löwdin charge.
Geometry (Å):
1 O -2.138 -0.516 0.110  0.06
2 C -0.848 -0.166 0.101  -0.47
3 N 0.142 -1.020 0.087  0.09
4 N 1.255 -0.288 -0.141  -0.04
5 N 0.855 1.064 -0.034  -0.03
6 C -0.461 1.223 0.016  0.01
7 H -2.165 -1.481 0.090  0.11
8 H 2.067 -0.589 0.399  0.14
9 H 1.281 1.758 -0.627  0.13

Gap between HOMO and LUMO ... 9.73 eV
Total charge ... 0

***

Which one sits at the bottom of the stability order? <two> does.